1.
The following is a DFT calculation (the ωB97M-V functional and the def2-TZVPD basis) of an isolated molecule of C4H6N2 in a non-equilibrium geometry.

Summary:
SMILES string   Nc1ccc[nH]1
Net charge   0
Largest force on an atom   1.3 eV/Å
Multiplicity   1
LUMO level   1.035 eV
HOMO level   -7.8 eV
Orbital gap   8.9 eV
E   -7224.827 eV
Energy above the lowest of the compared OMol25 structures with the same formula, charge and spin   17.6 kcal/mol

Last columns: bonded neighbours and bond lengths (Å).
Atoms and positions in Å:
1 N 0.78320 0.77681 0.28312  C5 1.365, C6 1.380, H10 1.005
2 N -1.53361 1.33932 -0.23322  C5 1.408, H8 1.012, H11 1.015
3 C -0.53248 -0.94690 -0.16742  C4 1.430, C5 1.368, H12 1.074
4 C 0.72607 -1.45099 0.28636  C3 1.430, C6 1.368, H7 1.085
5 C -0.47880 0.41755 -0.09249  N1 1.365, N2 1.408, C3 1.368
6 C 1.52684 -0.36405 0.50802  N1 1.380, C4 1.368, H9 1.079
7 H 0.99133 -2.48370 0.48644  C4 1.085
8 H -1.59376 1.77906 -1.14241  N2 1.012
9 H 2.57081 -0.30639 0.77394  C6 1.079
10 H 1.12192 1.72296 0.27913  N1 1.005
11 H -2.40666 0.85660 -0.04850  N2 1.015
12 H -1.17486 -1.34027 -0.93297  C3 1.074

---

2.
The following is a DFT calculation (the ωB97M-V functional and the def2-TZVPD basis) of the ion C8H10ClOS with charge +1 in a non-equilibrium geometry.

Summary:
Net charge   +1
Largest force on an atom   5.5 eV/Å
Multiplicity   1
LUMO level   -4.545 eV
HOMO level   -12.4 eV
Orbital gap   7.8 eV
E   -33849.721 eV
Energy above the lowest of the compared OMol25 structures with the same formula, charge and spin   87.4 kcal/mol

Last columns: bonded neighbours and bond lengths (Å).
Atoms and positions in Å:
1 Cl -4.02168 -2.23676 0.32409  C11 1.667
2 S 1.12579 -1.13776 0.02160  O3 1.441, C6 1.953, C7 1.736, C10 1.925
3 O 1.17652 -2.55939 -0.20859  S2 1.441
4 C -0.95615 0.86949 -0.40926  C5 1.390, C7 1.213
5 C -1.92011 1.85077 -0.60684  C4 1.390, C9 1.333, H15 1.151
6 C 1.50473 -0.53582 1.84090  S2 1.953, H14 1.188, H16 1.155, H19 1.061
7 C -0.21098 -0.08275 -0.31707  S2 1.736, C4 1.213
8 C -3.82744 0.54611 0.37880  C9 1.453, C11 1.362, H17 1.081
9 C -3.19794 1.68585 -0.26595  C5 1.333, C8 1.453, H20 1.098
10 C 2.30042 -0.67383 -1.43126  S2 1.925, H12 1.092, H18 1.044, H21 1.061
11 C -3.44857 -0.70556 -0.00012  Cl1 1.667, C8 1.362, H13 0.969
12 H 1.89119 0.28446 -1.75682  C10 1.092
13 H -2.61079 -0.81954 -0.47310  C11 0.969
14 H 0.43341 -0.65365 2.34038  C6 1.188
15 H -1.37789 2.80639 -0.95055  C5 1.151
16 H 1.56214 0.60292 1.65716  C6 1.155
17 H -4.81978 0.61917 0.80199  C8 1.081
18 H 2.26371 -1.42363 -2.15617  C10 1.044
19 H 2.26339 -0.98893 2.42767  C6 1.061
20 H -3.84700 2.57103 -0.25432  C9 1.098
21 H 3.31314 -0.67516 -1.11590  C10 1.061

---

3.
The following is a DFT calculation (the ωB97M-V functional and the def2-TZVPD basis) of a cluster of 2 separate species, C4H9N2O2 in total in a non-equilibrium geometry.

Summary:
Net charge   +1
Largest force on an atom   5.1 eV/Å
Multiplicity   1
LUMO level   -4.082 eV
HOMO level   -14.1 eV
Orbital gap   10.0 eV
E   -11359.560 eV
Energy above the lowest of the compared OMol25 structures with the same formula, charge and spin   78.6 kcal/mol

Last columns: bonded neighbours and bond lengths (Å).
Atoms and positions in Å:
1 O -0.32464 1.82041 -0.47266  C7 1.511, H15 0.988
2 O 0.30430 -1.95400 -2.24746  C6 1.131
3 N 0.21378 -0.30453 0.58014  C5 1.503, C7 1.343, C8 1.368
4 N 0.01747 0.35919 -2.64286  C6 1.234, H11 1.165, H17 1.025
5 C -0.12439 -1.35928 1.59615  N3 1.503, C8 1.436, H9 1.083, H13 1.050
6 C 0.18297 -0.84299 -2.41920  O2 1.131, N4 1.234
7 C -0.69585 0.67381 0.43931  O1 1.511, N3 1.343, H12 1.157, H14 1.157
8 C 0.89810 -0.36457 1.76288  N3 1.368, C5 1.436, H10 1.064, H16 1.124
9 H -1.01626 -1.22763 2.19545  C5 1.083
10 H 0.66827 0.32693 2.53842  C8 1.064
11 H -0.25271 1.08003 -1.76878  N4 1.165
12 H -1.00972 1.17755 1.43284  C7 1.157
13 H 0.11937 -2.30976 1.22154  C5 1.050
14 H -1.58280 0.22077 -0.14935  C7 1.157
15 H 0.39343 2.45157 -0.22422  O1 0.988
16 H 2.00162 -0.56772 1.69611  C8 1.124
17 H 0.20706 0.82021 -3.53828  N4 1.025

---

4.
The following is a DFT calculation (the ωB97M-V functional and the def2-TZVPD basis) of an isolated molecule of C4H3NO2 in a non-equilibrium geometry.

Summary:
Net charge   0
Largest force on an atom   1.5 eV/Å
Multiplicity   1
LUMO level   0.052 eV
HOMO level   -10.2 eV
Orbital gap   10.3 eV
E   -9778.074 eV
Energy above the lowest of the compared OMol25 structures with the same formula, charge and spin   83.3 kcal/mol

Last columns: bonded neighbours and bond lengths (Å).
Atoms and positions in Å:
1 O -1.46851 0.68992 1.35626  C7 1.202
2 O -1.41813 0.02778 -1.41842  C4 1.189
3 N 0.94407 0.98420 -0.20900  C5 1.417, C6 1.183
4 C -0.32788 -0.38971 -1.19358  O2 1.189, C5 1.702, H9 1.096
5 C 0.45090 -0.23788 0.31218  N3 1.417, C4 1.702, C7 1.506, H10 1.112
6 C 1.06450 1.70415 -1.14042  N3 1.183
7 C -0.61884 -0.16037 1.36954  O1 1.202, C5 1.506, H8 1.112
8 H -0.64313 -1.01161 2.08460  C7 1.112
9 H 0.40374 -0.78596 -1.90708  C4 1.096
10 H 1.30116 -0.88245 0.62551  C5 1.112

---

> Number 3 is which compound?

C4H9N2O2

---

> What is the formula in the fourth record?

C4H3NO2

---

Copy entry 2 word for word.
The following is a DFT calculation (the ωB97M-V functional and the def2-TZVPD basis) of the ion C8H10ClOS with charge +1 in a non-equilibrium geometry.

Summary:
Net charge   +1
Largest force on an atom   5.5 eV/Å
Multiplicity   1
LUMO level   -4.545 eV
HOMO level   -12.4 eV
Orbital gap   7.8 eV
E   -33849.721 eV
Energy above the lowest of the compared OMol25 structures with the same formula, charge and spin   87.4 kcal/mol

Last columns: bonded neighbours and bond lengths (Å).
Atoms and positions in Å:
1 Cl -4.02168 -2.23676 0.32409  C11 1.667
2 S 1.12579 -1.13776 0.02160  O3 1.441, C6 1.953, C7 1.736, C10 1.925
3 O 1.17652 -2.55939 -0.20859  S2 1.441
4 C -0.95615 0.86949 -0.40926  C5 1.390, C7 1.213
5 C -1.92011 1.85077 -0.60684  C4 1.390, C9 1.333, H15 1.151
6 C 1.50473 -0.53582 1.84090  S2 1.953, H14 1.188, H16 1.155, H19 1.061
7 C -0.21098 -0.08275 -0.31707  S2 1.736, C4 1.213
8 C -3.82744 0.54611 0.37880  C9 1.453, C11 1.362, H17 1.081
9 C -3.19794 1.68585 -0.26595  C5 1.333, C8 1.453, H20 1.098
10 C 2.30042 -0.67383 -1.43126  S2 1.925, H12 1.092, H18 1.044, H21 1.061
11 C -3.44857 -0.70556 -0.00012  Cl1 1.667, C8 1.362, H13 0.969
12 H 1.89119 0.28446 -1.75682  C10 1.092
13 H -2.61079 -0.81954 -0.47310  C11 0.969
14 H 0.43341 -0.65365 2.34038  C6 1.188
15 H -1.37789 2.80639 -0.95055  C5 1.151
16 H 1.56214 0.60292 1.65716  C6 1.155
17 H -4.81978 0.61917 0.80199  C8 1.081
18 H 2.26371 -1.42363 -2.15617  C10 1.044
19 H 2.26339 -0.98893 2.42767  C6 1.061
20 H -3.84700 2.57103 -0.25432  C9 1.098
21 H 3.31314 -0.67516 -1.11590  C10 1.061